DFT (ωB97M-V/def2-TZVPD) results for a structure of composition C23H25BO4.

Results
Calculated total energy = -1216.7173 Eh
HOMO-LUMO gap = 0.0548 Eh
Relative energy (zero: lowest compared OMol25 entry of this formula, charge and spin) = 162.4 kcal/mol

```
53
C23H25BO4 (ωB97M-V/def2-TZVPD)
O 2.821 -1.057 -1.326
O 2.526 0.968 0.095
O 4.778 0.150 1.878
O 2.396 -1.176 1.146
C -4.053 -1.508 -1.221
C -3.201 2.971 -0.048
C 4.880 2.305 1.419
C -4.278 -2.183 -3.422
C -0.697 -0.166 0.515
C 1.330 1.111 -0.675
C 1.276 -1.050 -1.672
C 5.915 0.339 1.163
C -4.202 2.359 2.009
C 4.073 1.538 2.299
C -0.412 0.943 1.650
C -4.213 -1.107 -2.488
C -2.015 2.405 0.432
C 6.825 -0.752 0.724
C 6.071 1.683 0.884
C -4.358 2.983 0.752
C 0.617 -0.446 -0.308
C -2.982 1.769 2.469
C 1.210 -1.670 0.633
C -4.185 -3.515 -2.977
C -1.820 1.757 1.635
C -4.204 -2.727 -0.674
C -4.204 -3.804 -1.607
B 2.601 -0.499 -0.104
H -1.111 2.374 -0.168
H -0.375 0.501 2.661
H -3.190 3.462 -1.025
H -4.111 -4.362 -3.665
H 1.036 -2.119 -1.856
H -1.569 -0.054 -0.194
H 7.881 -0.495 0.549
H -4.191 -4.834 -1.227
H -4.389 -1.967 -4.478
H 1.464 1.214 -1.804
H -5.283 3.512 0.439
H 6.534 -1.169 -0.254
H 4.674 3.341 1.230
H 6.866 -1.558 1.458
H 0.502 1.526 1.454
H -4.341 -2.932 0.378
H 1.426 -2.554 -0.013
H 0.488 -1.908 1.409
H 6.903 2.170 0.369
H -1.096 -0.973 1.207
H 1.157 -0.368 -2.542
H 0.676 1.948 -0.363
H -5.111 2.367 2.618
H -3.001 1.352 3.475
H -4.333 -0.094 -2.839
```